No. 1
{"formula": "C25H30MnN3O5", "method": "wB97M-V/def2-TZVPD", "species": ["C", "C", "C", "C", "H", "H", "C", "H", "H", "C", "H", "H", "C", "C", "C", "O", "O", "O", "O", "C", "H", "H", "H", "C", "H", "H", "H", "O", "H", "H", "C", "C", "H", "H", "H", "H", "H", "H", "Mn", "C", "C", "C", "H", "C", "C", "H", "H", "H", "H", "C", "C", "C", "H", "C", "C", "H", "H", "H", "H", "N", "C", "N", "C", "N"], "coordinates": [[-2.822, 1.919, -2.127], [-1.753, 1.904, -0.986], [-2.321, 0.859, -3.148], [-0.779, 0.984, -3.092], [-2.716, 1.079, -4.146], [-2.639, -0.126, -2.792], [-0.433, 1.791, -1.766], [-1.937, 0.998, -0.395], [-1.799, 2.804, -0.356], [0.692, 0.966, -1.097], [-0.073, 2.790, -2.052], [-0.419, 1.561, -3.953], [0.096, -0.319, -2.940], [-4.193, 1.478, -1.676], [-2.837, 3.332, -2.823], [-2.943, 3.418, -4.035], [-4.424, 0.852, -0.641], [-5.153, 1.840, -2.551], [-2.705, 4.379, -1.952], [-3.861, 5.023, -1.295], [-3.695, 4.907, -0.224], [-4.817, 4.557, -1.600], [-3.838, 6.084, -1.582], [-6.512, 1.631, -2.111], [-6.678, 0.592, -1.807], [-7.112, 1.894, -2.977], [-6.710, 2.304, -1.277], [1.216, 0.039, -2.071], [0.290, 0.385, -0.243], [1.513, 1.610, -0.759], [0.657, -0.745, -4.294], [-0.659, -1.492, -2.274], [-1.413, -1.917, -2.959], [-1.142, -1.189, -1.332], [0.080, -2.268, -2.047], [1.211, -1.682, -4.170], [1.336, 0.029, -4.675], [-0.160, -0.907, -5.018], [2.548, -1.691, 2.570], [4.664, -1.126, 2.538], [4.153, -0.417, 1.398], [3.149, 0.487, 1.878], [4.545, -0.524, 0.362], [3.019, 0.333, 3.306], [3.957, -0.682, 3.727], [4.172, -0.988, 4.768], [5.539, -1.777, 2.473], [2.671, 1.275, 1.279], [2.427, 0.969, 3.990], [1.316, -3.679, 2.741], [2.009, -3.247, 3.929], [1.480, -1.959, 4.347], [2.652, -3.848, 4.574], [0.428, -1.631, 3.415], [0.336, -2.684, 2.431], [-0.424, -2.769, 1.633], [1.512, -4.631, 2.208], [1.729, -1.446, 5.297], [-0.277, -0.800, 3.542], [4.194, -3.454, 2.872], [4.853, -3.623, 3.847], [5.488, -3.642, 4.929], [6.271, -4.536, 5.326], [7.040, -5.273, 5.865]], "mulliken_spin": [0.000, 0.000, 0.000, 0.001, 0.000, 0.000, -0.006, 0.000, 0.000, 0.012, -0.001, 0.000, 0.001, 0.000, 0.000, 0.000, 0.000, 0.000, 0.000, 0.000, 0.000, 0.000, 0.000, 0.000, 0.000, 0.000, 0.000, -0.002, -0.007, 0.007, 0.000, -0.002, 0.000, 0.000, 0.001, 0.000, 0.000, 0.000, 2.892, 0.092, 0.030, -0.034, 0.000, 0.022, -0.118, 0.002, 0.011, 0.017, 0.007, 0.135, 0.023, -0.087, -0.009, 0.101, -0.139, -0.004, 0.013, 0.000, 0.011, -0.010, 0.030, 0.010, 0.002, 0.000], "lumo_ev": [1.76, 1.76], "total_charge": -1, "orbital_gap_ha": [0.183, 0.213], "multiplicity": 4}

***

No. 2
{"formula": "C25H30N4O", "method": "wB97M-V/def2-TZVPD", "species": ["C", "C", "O", "N", "C", "C", "C", "N", "C", "C", "C", "N", "C", "C", "C", "C", "C", "C", "C", "N", "C", "C", "C", "C", "C", "C", "C", "C", "C", "C", "H", "H", "H", "H", "H", "H", "H", "H", "H", "H", "H", "H", "H", "H", "H", "H", "H", "H", "H", "H", "H", "H", "H", "H", "H", "H", "H", "H", "H", "H"], "coordinates": [[1.333, 1.238, 1.910], [1.017, 2.251, 0.831], [1.876, 2.647, 0.060], [-0.250, 2.725, 0.792], [-1.312, 2.232, 1.650], [-2.709, 2.418, 1.060], [-2.882, 1.629, -0.242], [-1.745, 1.811, -1.100], [-1.440, 0.761, -2.046], [-0.374, -0.112, -1.453], [0.983, 0.100, -1.537], [1.586, -0.787, -0.713], [2.954, -0.948, -0.472], [3.839, 0.111, -0.644], [5.185, -0.083, -0.399], [5.672, -1.314, 0.024], [7.137, -1.520, 0.262], [4.770, -2.355, 0.211], [3.423, -2.181, -0.033], [0.691, -1.552, -0.088], [-0.504, -1.166, -0.512], [-1.718, -1.778, 0.019], [-1.826, -2.016, 1.387], [-2.984, -2.563, 1.906], [-4.041, -2.881, 1.071], [-3.944, -2.674, -0.300], [-5.071, -3.062, -1.209], [-2.778, -2.125, -0.813], [-1.372, 3.167, -1.373], [-0.568, 3.752, -0.175], [2.407, 1.067, 1.911], [0.835, 0.292, 1.709], [1.023, 1.601, 2.886], [-1.268, 2.748, 2.621], [-1.163, 1.164, 1.820], [-3.436, 2.058, 1.790], [-2.915, 3.475, 0.890], [-2.959, 0.565, -0.007], [-3.828, 1.942, -0.727], [-1.068, 1.195, -2.978], [-2.342, 0.185, -2.276], [1.537, 0.802, -2.124], [3.472, 1.087, -0.920], [5.868, 0.744, -0.529], [7.606, -1.927, -0.634], [7.628, -0.580, 0.502], [7.303, -2.223, 1.076], [5.130, -3.316, 0.551], [2.717, -2.983, 0.116], [-0.995, -1.770, 2.031], [-3.066, -2.740, 2.969], [-4.946, -3.303, 1.483], [-5.031, -2.504, -2.142], [-5.007, -4.124, -1.447], [-6.032, -2.884, -0.731], [-2.683, -1.986, -1.881], [-0.743, 3.185, -2.263], [-2.255, 3.799, -1.568], [0.385, 4.153, -0.524], [-1.119, 4.554, 0.323]], "mulliken_charge": [-1.420, 1.113, -0.692, 0.200, -0.644, -0.947, -0.269, 0.551, -1.857, 0.968, -1.204, 0.840, 0.707, -0.027, -1.183, 0.991, -1.452, -0.824, -0.603, -1.019, 0.213, 0.130, -0.779, -0.897, -0.565, 0.558, -1.568, 0.182, -0.962, -1.026, 0.386, 0.153, 0.463, 0.275, 0.360, 0.502, 0.327, 0.009, 0.303, 0.590, 0.379, 0.498, 0.372, 0.345, 0.278, 0.358, 0.375, 0.364, 0.467, 0.471, 0.409, 0.440, 0.363, 0.314, 0.386, 0.666, 0.375, 0.360, 0.468, 0.432], "relative_energy_ev": 1.127, "lumo_ev": 0.82, "smiles": "CC(=O)N1CCCN(Cc2cn(-c3ccc(C)cc3)nc2-c2cccc(C)c2)CC1", "orbital_gap_ha": 0.316}